C29H35N6 | the ωB97M-V functional and the def2-TZVPD basis

Charge: -1
Electronic energy (eV): -39578.3952
Gap between HOMO and LUMO (eV): 2.9
2S+1: 1
HOMO energy (eV): -0.862

Each line ends with the Löwdin charge.
CARTESIAN COORDINATES (ANGSTROEM)
C 6.195 -2.180 2.621  -0.2674
C 5.750 -0.711 2.620  -0.4360
C 4.364 -0.576 2.012  -0.2693
C 3.325 -1.358 2.828  -0.3285
N 2.720 -2.496 2.115  -0.0251
H 5.990 -2.618 1.630  -0.0818
H 7.281 -2.214 2.766  -0.0779
H 6.429 -0.052 2.056  0.0641
H 5.687 -0.353 3.654  0.0705
H 4.049 0.473 1.956  0.0818
H 4.390 -0.964 0.994  0.0850
H 3.804 -1.757 3.718  0.0782
H 2.500 -0.710 3.142  0.0606
H 2.525 -2.234 1.158  0.0078
H 3.373 -3.271 2.132  0.0344
N 1.713 -3.085 -1.048  0.0739
C 0.546 -3.023 -1.684  -0.1601
C 0.146 -3.936 -2.648  -0.0928
C 1.011 -4.969 -2.974  -0.0904
C 2.232 -5.045 -2.322  -0.0719
C 2.533 -4.083 -1.369  -0.1350
H -0.096 -2.197 -1.405  0.0737
H -0.819 -3.835 -3.128  0.1019
H 0.738 -5.702 -3.723  0.1004
H 2.937 -5.834 -2.544  0.0986
H 3.475 -4.105 -0.830  0.1118
N -0.210 1.338 -5.602  0.0451
C 0.372 0.934 -4.473  -0.1572
C 0.621 -0.395 -4.165  -0.0658
C 0.245 -1.360 -5.082  -0.0758
C -0.358 -0.960 -6.264  -0.0780
C -0.561 0.395 -6.474  -0.1743
H 0.647 1.721 -3.780  0.1042
H 1.093 -0.664 -3.231  0.0982
H 0.419 -2.408 -4.878  0.0879
H -0.670 -1.683 -7.007  0.0959
H -1.031 0.750 -7.385  0.0957
N 0.809 2.148 6.192  0.0459
C 0.287 1.838 7.377  -0.1765
C 0.016 0.542 7.784  -0.0899
C 0.298 -0.495 6.908  -0.0830
C 0.839 -0.194 5.670  -0.0605
C 1.078 1.138 5.364  -0.1450
H 0.080 2.679 8.032  0.0946
H -0.405 0.351 8.763  0.0930
H 0.101 -1.522 7.187  0.1030
H 1.080 -0.971 4.957  0.0962
H 1.511 1.414 4.409  0.1026
N -2.308 -0.725 -2.059  0.0611
C -2.581 -1.205 -0.848  -0.1571
C -3.570 -0.698 -0.021  -0.0682
C -4.312 0.381 -0.476  -0.0819
C -4.037 0.902 -1.731  -0.0739
C -3.029 0.312 -2.480  -0.1476
H -1.973 -2.045 -0.531  0.0904
H -3.744 -1.130 0.955  0.1014
H -5.090 0.815 0.140  0.1012
H -4.584 1.752 -2.110  0.0740
H -2.775 0.689 -3.466  0.0993
N -4.973 4.199 -1.457  0.0516
C -4.889 5.056 -2.473  -0.1512
C -4.606 6.404 -2.321  -0.0746
C -4.400 6.892 -1.041  -0.0818
C -4.483 6.015 0.028  -0.0713
C -4.770 4.685 -0.234  -0.1475
H -5.053 4.632 -3.458  0.1043
H -4.546 7.052 -3.185  0.0999
H -4.174 7.938 -0.880  0.1041
H -4.324 6.352 1.043  0.1018
H -4.835 3.964 0.574  0.1037